A molecular structure, C26H10BeF4N6O2, computed with ωB97M-V with the def2-TZVPD basis set.

Positions of all 49 atoms, in Å:
Be  0.69  0.38  1.15
O  1.29  0.12  -0.27
C  2.47  -0.47  -0.41
C  2.82  -0.98  -1.67
C  4.03  -1.61  -1.87
C  4.96  -1.75  -0.84
C  4.64  -1.24  0.40
C  3.41  -0.61  0.64
C  3.15  -0.03  1.95
N  1.98  0.39  2.21
N  1.67  1.12  3.35
C  0.52  1.69  3.09
O  -0.12  1.49  1.96
C  -0.10  2.59  4.08
C  -1.41  3.01  3.89
C  -2.01  3.85  4.82
C  -1.31  4.26  5.94
C  0.00  3.84  6.13
C  0.61  3.01  5.21
H  2.11  -0.86  -2.48
H  4.27  -2.00  -2.86
H  5.91  -2.24  -1.01
H  5.35  -1.32  1.22
H  3.95  0.11  2.67
H  -1.94  2.69  3.00
H  -3.03  4.18  4.66
H  -1.78  4.92  6.66
H  0.55  4.17  7.00
H  1.62  2.67  5.34
F  -2.31  -4.26  -2.79
C  -2.29  -2.95  -2.98
C  -2.60  -2.47  -4.19
F  -2.91  -3.32  -5.16
C  -2.60  -1.04  -4.49
C  -2.28  -0.19  -3.36
C  -1.97  -0.67  -2.15
F  -1.74  0.18  -1.17
C  -1.90  -2.10  -1.87
C  -1.50  -2.60  -0.67
C  -0.99  -1.76  0.37
N  -0.50  -1.13  1.19
C  -1.47  -4.00  -0.35
N  -1.41  -5.09  -0.01
F  -2.31  1.12  -3.54
C  -2.90  -0.55  -5.72
C  -2.92  0.85  -6.04
N  -2.98  1.95  -6.37
C  -3.23  -1.38  -6.86
N  -3.49  -1.96  -7.81

- net charge = 0
- HOMO level (eV) = -8.100
- HOMO-LUMO gap (eV) = 4.28

Here are the Löwdin charges for atoms 1 to 8, given in e: 0.102 -0.069 -0.290 -0.020 -0.084 -0.098 -0.049 -0.134

---

2 unconnected molecules or ions with the total composition C5H10N4O2 in a non-equilibrium geometry, computed with ωB97M-V with the def2-TZVPD basis set.

Positions of all 21 atoms, in Å:
C  -1.92  -0.41  1.18
C  1.35  1.80  0.51
C  -1.66  -1.57  0.53
C  2.01  2.78  -0.44
C  -1.20  -1.69  -0.90
N  1.34  0.54  0.36
N  1.56  -0.59  0.46
N  -1.78  -2.78  1.14
N  -2.16  0.91  0.56
O  -2.31  1.80  1.41
O  -2.12  1.04  -0.69
H  -2.04  -0.34  2.19
H  0.41  2.21  1.03
H  1.55  3.73  -0.39
H  1.82  2.44  -1.36
H  3.10  2.86  -0.32
H  -1.28  -0.66  -1.35
H  -1.79  -2.38  -1.50
H  -0.05  -1.83  -0.76
H  -1.08  -3.46  0.95
H  -1.95  -2.69  2.10

- net charge = 0
- ΔE to the lowest compared entry with this formula, charge and spin (kJ/mol) = 526.24
- HOMO level (eV) = -8.284
- HOMO-LUMO gap (eV) = 8.22

Here are the Löwdin charges for atoms 1 to 8, given in e: -0.001 -0.183 -0.363 -0.070 -0.039 -0.137 0.182 0.137